Molecular formula: C5H11NO2
Method: DFT, wB97M-V/def2-TZVPD

The electronic energy comes out at -402.24329 hartree. The value obtained for the energy above the lowest of the compared OMol25 structures with the same formula, charge and spin is 2.240 eV. As for the net charge: -1. The multiplicity is 2. The expectation value of S² is 0.7535. The value obtained for the frontier orbital gap (alpha / beta) is 3.271 / 6.640 eV.

Structure (XYZ):
```
19
Properties=species:S:1:pos:R:3:lowdin_spin:R:1
O 1.24771 1.30385 -2.39718 0.33
C 1.62608 0.31813 -1.72896 0.42
C 0.60151 -0.29235 -0.68208 0.06
C -0.23606 0.70796 0.09137 0.01
C -1.04265 0.03354 1.20341 0.00
C -2.35483 0.27872 1.08453 0.01
N -0.31089 -1.21212 -1.37644 0.04
H 2.54482 -0.31325 -1.94494 0.07
H 1.29789 -0.87126 -0.06082 0.02
H -0.76999 1.17976 -0.71393 0.00
H 0.40489 1.52867 0.41541 0.00
H -0.73623 -0.83440 1.76867 0.00
H -3.11800 -0.20924 1.66572 0.00
H -2.68550 1.00381 0.32848 0.00
H -1.18958 -0.76995 -1.61872 0.01
H 0.06525 -1.58762 -2.23288 0.01
H 0.93067 0.10896 2.53865 0.00
H 2.00423 -0.61052 1.64095 0.00
O 1.72068 0.23731 2.01877 0.02
```